Formula: C16H17N
Source: the Open Molecules 2025 dataset
Level of theory: ωB97M-V with the def2-TZVPD basis set

Calculated values
Frontier orbital gap (alpha / beta)   7.344 / 4.301 eV
E_tot   -674.2630 Eh
Energy above the lowest of the compared OMol25 structures with the same formula, charge and spin   3.1525 eV
<S²>   0.772
HOMO level (alpha / beta)   -11.048 / -11.047 eV
Largest force on an atom   4.96 eV/A
Multiplicity   2
Net charge   +1

CARTESIAN COORDINATES (ANGSTROEM)
C 2.921 -4.023 -0.611
C 1.284 -3.585 1.184
C 2.090 -3.005 0.062
C 0.341 -2.668 1.667
C 0.567 -1.309 1.520
C 2.067 -1.647 -0.379
C 1.332 -0.761 0.459
H 1.606 -4.505 1.722
H -0.600 -3.000 2.409
H 3.936 -3.735 -1.151
H 2.447 -4.764 -1.171
H 0.189 -0.623 2.269
H 2.790 -1.284 -1.157
H 1.546 0.291 0.312
H 3.415 -4.693 0.140
C 0.533 1.399 -2.633
C -0.697 1.826 -0.503
C -0.673 1.385 -1.823
C -2.112 1.744 -0.162
C -1.955 0.848 -2.201
C 0.166 2.324 0.413
C -0.120 2.544 1.737
C -1.470 2.480 2.002
C -2.451 2.185 1.070
N -2.798 1.136 -1.198
H 1.229 2.463 0.195
H 0.499 2.931 2.519
H -1.891 2.855 2.914
H 1.002 0.491 -3.015
H 1.410 1.538 -2.053
H -2.103 0.235 -3.082
H -3.795 0.907 -1.182
H -3.555 2.282 1.350
H 0.520 2.246 -3.437

Want to see where the charge sits? The Mulliken charges in e are: -1.32, -0.62, 0.98, -0.55, -0.45, -0.89, 0.15, 0.31, 0.22, 0.28, 0.35, 0.39, 0.31, 0.51, 0.34, -1.24, 1.29, 0.43, -0.39, -0.49, -0.23, -0.92, -0.27, -0.60, 0.05, 0.45, 0.46, 0.44, 0.39, 0.31, 0.43, 0.25, 0.31, 0.30


Formula: C16H17NO
Source: the Open Molecules 2025 dataset
Level of theory: ωB97M-V with the def2-TZVPD basis set

Calculated values
Frontier orbital gap   8.565 eV
E_tot   -749.8179 Eh
Energy above the lowest of the compared OMol25 structures with the same formula, charge and spin   2.2416 eV
HOMO level   -7.816 eV
Largest force on an atom   3.84 eV/A
Net charge   0
SMILES string   Cc1c[nH]c2ccccc12.Cc1ccc(O)cc1

CARTESIAN COORDINATES (ANGSTROEM)
C -2.196 4.350 3.399
C -1.308 0.994 1.977
C -1.163 2.431 2.024
C -2.044 2.915 3.043
C -2.740 1.898 3.589
C 0.599 0.682 0.600
C -0.504 0.104 1.293
C 0.826 2.023 0.615
C 0.050 2.872 1.377
N -2.336 0.681 2.875
H 1.215 0.060 -0.047
H -0.649 -0.959 1.188
H 1.741 2.419 0.018
H 0.267 3.998 1.283
H -2.477 -0.239 3.207
H -3.335 1.835 4.466
H -3.085 4.387 3.951
H -2.253 5.070 2.566
H -1.304 4.738 3.975
C 3.716 -3.067 -2.447
C 0.485 -1.020 -2.424
C -0.486 -2.107 -2.601
C 1.853 -1.388 -2.315
C 2.215 -2.674 -2.579
C -0.087 -3.445 -2.891
C 1.316 -3.703 -2.951
O -1.754 -1.766 -2.392
H 0.038 -0.057 -2.143
H 2.548 -0.626 -2.082
H -0.888 -4.052 -3.426
H -2.386 -2.540 -2.547
H 4.297 -3.020 -3.332
H 3.776 -4.020 -1.975
H 1.838 -4.528 -3.534
H 4.217 -2.250 -1.760

Want to see where the charge sits? The Mulliken charges in e are: -1.36, 0.40, 0.45, 0.74, -0.77, -0.30, -1.11, -0.50, -0.51, -0.14, 0.62, 0.35, 0.25, 0.21, 0.22, 0.42, 0.41, 0.33, 0.25, -1.37, -0.73, 0.75, -0.54, 0.70, -0.62, -0.39, -0.51, 0.49, 0.44, 0.20, 0.32, 0.34, 0.37, 0.29, 0.30


Formula: C16H17NO
Source: the Open Molecules 2025 dataset
Level of theory: ωB97M-V with the def2-TZVPD basis set

Calculated values
Frontier orbital gap   8.721 eV
E_tot   -749.7529 Eh
Energy above the lowest of the compared OMol25 structures with the same formula, charge and spin   4.0106 eV
HOMO level   -7.900 eV
Largest force on an atom   9.81 eV/A
Net charge   0
SMILES string   Cc1c[nH]c2ccccc12.Cc1ccc(O)cc1

CARTESIAN COORDINATES (ANGSTROEM)
C -4.005 0.509 -0.691
C -1.734 0.269 2.308
C -2.415 -0.209 1.164
C -3.189 0.775 0.567
C -3.102 1.814 1.512
C -0.714 -0.594 2.992
C -0.657 -1.890 2.593
C -1.354 -2.398 1.396
C -2.367 -1.622 0.799
N -2.014 1.614 2.447
H -0.134 -0.046 3.758
H 0.143 -2.429 3.033
H -2.214 2.003 3.347
H -1.170 -3.422 1.098
H -3.467 2.599 1.208
H -2.944 -1.998 -0.068
H -4.233 1.490 -1.144
H -4.727 -0.113 -0.414
H -3.293 0.264 -1.420
C 2.507 -1.618 -3.155
C 3.761 -0.326 -1.334
C 2.569 -0.597 -2.068
C 3.938 0.681 -0.399
C 2.887 1.593 -0.387
C 1.501 0.291 -1.946
C 1.682 1.402 -1.104
O 2.899 2.733 0.419
H 4.646 -0.975 -1.532
H 4.932 0.928 0.255
H 3.397 -2.260 -3.529
H 1.975 -1.188 -4.038
H 0.571 0.085 -2.611
H 3.815 3.017 0.549
H 0.831 1.954 -0.822
H 1.676 -2.338 -2.785

Want to see where the charge sits? The Mulliken charges in e are: -1.52, -0.14, 1.16, 0.45, -1.07, -0.48, -0.60, -0.50, -0.63, -0.23, 0.34, 0.37, 0.29, 0.41, 0.65, 0.31, 0.36, 0.44, 0.40, -1.20, -0.48, 0.61, -0.48, 0.73, -0.38, -0.52, -0.53, 0.25, 0.16, 0.30, 0.29, 0.23, 0.31, 0.41, 0.28


Formula: C16H17NO3S2
Source: the Open Molecules 2025 dataset
Level of theory: ωB97M-V with the def2-TZVPD basis set

Calculated values
Frontier orbital gap   7.401 eV
E_tot   -1696.7467 Eh
Energy above the lowest of the compared OMol25 structures with the same formula, charge and spin   0.0000 eV
HOMO level   -8.117 eV
Largest force on an atom   1.11 eV/A
Net charge   0
SMILES string   COc1ccc(/C=C2\SC(=S)N(C[C@@H]3CCCO3)C2=O)cc1

CARTESIAN COORDINATES (ANGSTROEM)
C 7.471 0.384 -0.492
H 7.607 0.642 0.562
O 6.402 -0.517 -0.669
C 5.157 -0.137 -0.308
C 4.822 1.101 0.243
C 3.512 1.375 0.571
C 2.489 0.440 0.366
C 2.841 -0.800 -0.187
C 4.144 -1.081 -0.516
H 4.417 -2.034 -0.941
H 2.085 -1.549 -0.359
C 1.152 0.806 0.731
C -0.008 0.119 0.639
C -1.270 0.726 1.087
O -1.383 1.801 1.624
N -2.335 -0.130 0.833
C -2.033 -1.365 0.365
S -3.075 -2.603 0.148
S -0.306 -1.502 0.047
C -3.684 0.297 1.124
H -3.612 1.002 1.957
H -4.276 -0.575 1.410
C -4.376 1.028 -0.052
H -5.348 1.356 0.337
O -3.672 2.188 -0.436
C -2.916 1.947 -1.612
C -3.275 0.546 -2.127
H -2.471 -0.163 -1.928
H -3.459 0.548 -3.199
C -4.529 0.191 -1.328
H -5.420 0.518 -1.864
H -4.615 -0.872 -1.121
H -3.182 2.726 -2.336
H -1.847 2.044 -1.386
H 1.033 1.799 1.152
H 3.267 2.337 0.997
H 5.577 1.851 0.419
H 8.356 -0.137 -0.853
H 7.326 1.298 -1.077

Want to see where the charge sits? The Mulliken charges in e are: -0.85, 0.34, -0.45, 0.89, -0.42, -0.95, 1.37, -0.47, -0.91, 0.43, 0.32, -0.48, 0.07, 0.05, -0.61, 0.16, 0.45, -0.26, -0.24, -1.47, 0.40, 0.51, 0.40, 0.42, -0.50, -0.46, -0.41, 0.10, 0.46, -0.77, 0.36, 0.24, 0.36, 0.21, 0.37, 0.36, 0.39, 0.24, 0.34